# 1
12
Properties=species:S:1:pos:R:3:mulliken_charge:R:1 method="wB97M-V/def2-TZVPD" orbital_gap_ev="9.087 / 7.717" relative_energy_ev=0.5424 lumo_ev="0.321 / -2.624" total_charge=0 spin_multiplicity=3
C -1.375 0.718 0.162 -0.85
N 1.042 -0.362 -0.650 -0.26
O 1.083 1.172 1.374 -0.60
O 0.787 2.208 -0.786 -0.57
O -0.699 -1.947 0.269 -0.42
S 2.423 -0.715 0.009 0.01
S 0.443 1.125 0.097 1.10
H -1.852 1.246 1.019 0.32
H -1.953 1.076 -0.657 0.37
H -1.459 -0.436 0.469 0.35
H -1.201 -2.085 -0.623 0.36
H 2.762 -2.000 -0.681 0.18

# 2
13
Properties=species:S:1:pos:R:3:mulliken_charge:R:1 method="wB97M-V/def2-TZVPD" orbital_gap_ev=10.562 relative_energy_ev=2.2917 lumo_ev=0.956 total_charge=0 smiles="CN1C[C@H]1C=O"
C 1.780 0.297 -0.190 -0.81
N 0.399 0.188 -0.640 -0.33
C -0.529 1.003 0.097 -0.49
C -0.502 -0.482 0.289 0.37
C -1.690 -1.231 -0.203 -0.34
O -2.193 -2.142 0.412 -0.48
H 2.203 1.213 -0.615 0.30
H 2.361 -0.557 -0.547 0.28
H 1.875 0.356 0.909 0.33
H -0.190 1.607 0.935 0.27
H -1.298 1.468 -0.517 0.25
H -0.067 -0.897 1.198 0.34
H -2.150 -0.824 -1.126 0.31

# 3
38
Properties=species:S:1:pos:R:3:mulliken_charge:R:1 method="wB97M-V/def2-TZVPD" orbital_gap_ev=5.717 relative_energy_ev=0.0000 lumo_ev=-12.677 total_charge=+3
Cu -8.953 16.238 6.382 0.75
Ba -11.010 13.543 6.787 1.84
Ba -8.904 14.585 3.156 1.76
O -10.502 15.498 5.147 -0.96
H -10.952 16.230 4.688 0.31
As -13.056 13.081 3.584 1.90
F -12.635 12.354 5.190 -0.59
F -11.270 13.441 3.318 -0.54
F -13.320 13.942 2.172 -0.41
F -14.668 12.726 3.860 -0.42
F -13.099 14.539 4.534 -0.44
F -12.760 11.603 2.874 -0.40
C -13.266 17.457 1.603 -1.16
C -12.381 17.935 2.743 0.71
O -11.336 18.803 2.275 -0.16
P -9.851 18.391 2.117 0.24
O -9.597 16.921 2.232 -0.34
O -9.391 19.028 0.796 -0.19
C -10.248 19.111 -0.417 0.30
C -9.388 19.108 -1.649 -1.39
O -9.024 19.115 3.215 -0.34
C -9.498 20.307 3.915 -0.10
C -9.320 21.570 3.108 -0.98
H -12.648 17.204 0.742 0.21
H -13.849 16.592 1.903 0.36
H -13.892 18.297 1.306 0.34
H -12.962 18.469 3.493 0.40
H -11.936 17.065 3.253 -0.59
H -10.957 18.289 -0.458 0.08
H -10.750 20.071 -0.334 0.27
H -10.089 19.021 -2.488 0.41
H -8.853 20.035 -1.844 0.34
H -8.682 18.282 -1.710 0.34
H -10.536 20.159 4.230 0.20
H -8.971 20.368 4.868 0.33
H -9.460 21.433 2.036 0.23
H -9.987 22.363 3.443 0.34
H -8.304 21.950 3.233 0.34

# 4
85
Properties=species:S:1:pos:R:3:mulliken_charge:R:1 method="wB97M-V/def2-TZVPD" orbital_gap_ev=4.593 relative_energy_ev=0.7036 lumo_ev=-4.379 total_charge=+1
N -6.583 -1.795 0.131 -0.66
C -5.630 -1.469 0.727 0.02
C -4.467 -1.087 1.457 0.54
C -4.182 0.265 1.695 -0.75
C -3.032 0.622 2.373 -0.29
C -2.035 -0.338 2.710 1.04
C -0.726 0.047 3.177 -1.51
C -0.221 1.369 3.184 0.93
N 0.724 1.802 4.066 0.18
C 1.066 1.119 5.319 -0.58
C 2.300 1.848 5.890 -0.54
C 2.628 3.003 4.926 -0.59
C 1.501 3.035 3.888 -0.47
C -0.648 2.284 2.083 -1.37
C -0.787 1.742 0.788 1.20
C -1.231 2.523 -0.273 -0.84
C -1.489 3.881 -0.054 -0.78
C -1.404 4.429 1.228 -0.91
C -0.983 3.633 2.298 0.35
C -2.418 -1.708 2.584 -0.98
C -3.587 -2.069 1.932 -0.47
H -4.866 1.025 1.320 0.48
H -2.863 1.674 2.596 0.56
H -0.098 -0.735 3.616 0.22
H 0.234 1.196 6.042 0.26
H 1.235 0.053 5.130 0.28
H 2.084 2.247 6.893 0.29
H 3.142 1.152 5.997 0.28
H 2.689 3.955 5.468 0.31
H 3.592 2.854 4.430 0.28
H 1.871 3.124 2.854 0.30
H 0.872 3.919 4.086 0.14
H -0.583 0.680 0.647 0.51
H -1.339 2.083 -1.265 0.37
H -1.735 4.511 -0.898 0.43
H -1.625 5.484 1.396 0.41
H -0.971 4.038 3.313 0.51
H -1.748 -2.481 2.955 0.40
H -3.833 -3.116 1.740 0.49
C -5.665 -3.420 -2.199 -1.04
O -4.592 -2.512 -1.838 -0.40
C -3.339 -3.024 -1.772 0.13
C -2.281 -2.104 -1.560 0.18
C -0.997 -2.564 -1.544 0.81
C -0.742 -3.947 -1.718 -0.11
C -1.750 -4.868 -1.947 -1.38
C -3.065 -4.416 -1.919 -0.84
N 0.637 -4.146 -1.654 0.17
C 1.291 -5.429 -1.785 -0.94
C 1.276 -2.949 -1.476 -0.96
C 0.309 -1.904 -1.421 0.95
C 0.554 -0.524 -1.404 0.90
C 1.870 0.005 -1.425 -0.23
C 2.951 -0.504 -0.683 -1.78
N 4.102 0.146 -1.038 0.25
C 5.423 -0.141 -0.513 -0.94
C 3.829 1.091 -2.019 0.03
C 2.446 1.025 -2.325 0.23
C 1.959 1.716 -3.416 0.32
C 2.862 2.493 -4.194 0.32
O 2.545 3.109 -5.363 -0.46
C 1.238 2.936 -5.939 -0.74
C 4.222 2.628 -3.799 -0.88
C 4.716 1.889 -2.737 -0.85
H -6.568 -2.842 -2.067 0.30
H -5.549 -3.749 -3.240 0.43
H -5.680 -4.287 -1.520 0.37
H -2.483 -1.043 -1.417 0.47
H -1.528 -5.913 -2.139 0.25
H -3.881 -5.124 -2.045 0.39
H 0.537 -6.215 -1.829 0.30
H 1.898 -5.465 -2.701 0.35
H 1.949 -5.625 -0.930 0.33
H 2.359 -2.881 -1.463 0.81
H -0.286 0.171 -1.469 0.37
H 2.954 -1.318 0.033 0.86
H 6.166 0.499 -0.998 0.29
H 5.445 0.050 0.566 0.33
H 5.692 -1.193 -0.695 0.32
H 0.912 1.606 -3.709 0.45
H 1.250 3.573 -6.823 0.24
H 1.078 1.889 -6.228 0.32
H 0.458 3.261 -5.240 0.29
H 4.866 3.275 -4.379 0.47
H 5.763 1.947 -2.464 0.27

# 5
20
Properties=species:S:1:pos:R:3:mulliken_charge:R:1 method="wB97M-V/def2-TZVPD" orbital_gap_ev=10.020 relative_energy_ev=1.5780 lumo_ev=0.756 total_charge=0 smiles="C=CC[Si](F)(OC)OC"
C 3.548 -0.057 0.825 -0.87
C 2.244 -0.198 0.498 0.07
C 0.898 0.248 1.118 -0.68
Si -1.221 0.038 0.321 0.68
F -1.868 0.158 1.782 -0.27
O -1.604 -1.511 -0.009 -0.28
C -1.548 -2.340 -1.085 -0.78
O -1.737 1.003 -0.881 -0.29
C -1.608 2.420 -0.818 -0.66
H 3.758 0.654 1.484 0.33
H 4.258 -0.597 0.417 0.32
H 2.191 -1.076 -0.307 0.08
H 0.655 -0.326 1.943 0.32
H 1.178 1.325 1.498 0.27
H -1.150 -1.889 -1.892 0.38
H -2.411 -2.917 -1.380 0.28
H -0.693 -3.049 -0.939 0.30
H -2.429 2.901 -0.130 0.23
H -1.951 2.656 -1.798 0.23
H -0.509 2.556 -0.646 0.36

# 6
70
Properties=species:S:1:pos:R:3:mulliken_charge:R:1 method="wB97M-V/def2-TZVPD" orbital_gap_ev=5.857 lumo_ev=2.736 total_charge=-2
Zn 3.944 -0.272 2.672 0.00
Zn 1.894 -0.118 -1.754 0.69
K 0.463 -1.148 4.115 0.89
K 1.243 -4.114 -0.256 0.86
S 1.312 -1.751 -3.701 1.55
O 0.586 -1.669 -4.963 -0.83
O 0.427 -1.219 -2.580 -0.49
O 1.701 -3.126 -3.373 -0.74
O 2.467 -0.802 -3.592 -0.60
S 4.830 0.821 -0.288 1.05
O 4.772 2.213 0.189 -0.77
O 6.026 0.504 -1.042 -0.70
O 4.756 -0.067 0.930 -0.37
O 3.621 0.613 -1.176 -0.70
S 3.663 -2.238 4.415 1.38
O 2.579 -3.235 4.357 -0.75
O 3.065 -0.877 4.356 -0.74
O 4.543 -2.295 5.575 -0.68
O 4.408 -2.240 3.118 -0.56
S 1.308 -0.825 0.764 0.85
O 0.785 0.300 -0.030 0.08
O 0.278 -1.651 1.378 -0.81
O 2.030 -1.642 -0.251 -1.06
O 2.206 -0.333 1.798 0.50
C -0.534 3.728 -2.938 -1.09
C 0.401 2.635 -2.690 0.59
N 1.135 1.813 -2.394 -0.28
H -0.921 4.133 -2.006 0.25
H -1.374 3.279 -3.471 0.28
H -0.006 4.504 -3.486 0.38
N -2.250 0.045 -2.541 0.55
C -2.209 0.580 -1.280 -0.59
C -3.398 1.273 -1.145 -0.49
C -4.130 1.170 -2.348 -0.73
C -3.360 0.431 -3.221 -0.67
H -1.537 -0.589 -2.886 0.03
H -1.429 0.215 -0.630 0.51
H -3.709 1.701 -0.203 0.45
H -5.080 1.657 -2.500 0.39
H -3.468 0.085 -4.235 0.49
N -1.120 -3.387 -1.985 0.52
C -1.048 -4.481 -2.795 -0.24
C -1.634 -5.543 -2.142 -0.74
C -2.104 -5.076 -0.885 -0.45
C -1.723 -3.751 -0.822 -1.11
H -0.736 -2.461 -2.227 0.03
H -0.557 -4.537 -3.751 0.40
H -1.906 -6.445 -2.673 0.42
H -2.586 -5.636 -0.102 0.41
H -1.912 -3.034 -0.038 0.80
N -3.370 0.644 4.394 -0.01
C -2.211 1.069 3.791 -0.81
C -1.953 0.308 2.690 0.19
C -3.004 -0.666 2.655 -0.76
C -3.811 -0.480 3.735 -0.64
H -3.753 1.092 5.202 0.17
H -1.699 1.920 4.218 0.48
H -1.149 0.274 1.971 0.72
H -3.036 -1.408 1.873 0.29
H -4.620 -1.113 4.059 0.41
N 1.723 3.094 0.734 0.55
C 1.971 4.268 0.080 -0.61
C 1.269 5.255 0.716 -0.69
C 0.557 4.666 1.791 -0.52
C 0.895 3.333 1.788 -0.40
H 2.127 2.225 0.403 -0.13
H 2.586 4.327 -0.800 0.54
H 1.226 6.318 0.527 0.39
H -0.110 5.205 2.444 0.40
H 0.655 2.527 2.464 0.28

# 7
23
Properties=species:S:1:pos:R:3:mulliken_charge:R:1 method="wB97M-V/def2-TZVPD" orbital_gap_ev=10.040 relative_energy_ev=0.1459 lumo_ev=1.015 total_charge=0 smiles=Cc1ccccc1.CC
C 0.927 -0.468 -2.116 -1.59
C 1.005 0.274 -0.816 0.72
C 1.220 -0.393 0.386 -0.17
C 1.211 0.275 1.598 -0.64
C 0.953 1.635 1.623 -0.35
C 0.678 2.316 0.443 -0.55
C 0.692 1.633 -0.762 -0.37
H 1.079 -1.536 -2.037 0.34
H 1.647 -0.040 -2.815 0.42
H -0.052 -0.293 -2.566 0.34
H 1.388 -1.464 0.348 0.34
H 1.406 -0.255 2.519 0.37
H 0.908 2.167 2.560 0.37
H 0.404 3.359 0.420 0.37
H 0.507 2.125 -1.702 0.38
C -2.895 -2.175 0.744 -0.87
C -2.530 -1.908 -0.705 -0.48
H -2.663 -3.208 1.015 0.26
H -2.299 -1.545 1.402 0.26
H -3.951 -2.019 0.973 0.29
H -2.716 -2.740 -1.374 0.33
H -3.004 -1.027 -1.140 0.28
H -1.459 -1.728 -0.780 -0.06

# 8
24
Properties=species:S:1:pos:R:3:mulliken_charge:R:1 method="wB97M-V/def2-TZVPD" orbital_gap_ev=5.855 relative_energy_ev=5.9083 lumo_ev=-2.054 total_charge=0
C 2.707 -0.306 -0.331 -0.27
N 1.295 -0.287 -0.188 -0.26
C 0.629 0.255 -1.234 -0.42
C -0.500 1.369 -0.693 -0.74
N -1.665 1.420 -1.348 -0.47
C -3.258 -0.016 0.968 -0.86
C -2.285 -1.184 0.780 -0.67
C 3.436 -0.667 0.955 -1.26
H 3.041 -1.040 -1.069 0.28
H 3.106 0.636 -0.750 0.38
H -1.468 1.911 -2.227 0.25
H 1.269 0.774 -1.941 0.46
H 0.105 -0.558 -1.724 0.29
H 0.030 2.336 -0.652 0.44
H -0.672 1.160 0.358 0.33
H -3.755 0.261 0.043 0.25
H -3.938 -0.154 1.808 0.35
H -2.710 0.890 1.256 0.22
H -2.834 -2.117 0.875 0.36
H -1.442 -1.152 1.458 0.25
H -1.926 -1.191 -0.243 0.12
H 4.489 -0.873 0.778 0.37
H 2.972 -1.547 1.380 0.32
H 3.376 0.079 1.740 0.31